<a>
Formula: C4H4O3
Source: OMol25
Level of theory: the ωB97M-V functional and the def2-TZVPD basis

ORCA input file:
```
! RIJCOSX wB97M-V def2-TZVPD def2/J DEFGRID3
* xyz 0 1
C -1.003 0.007 -1.578
C -0.055 0.224 -0.665
O 1.292 0.159 -1.005
C 0.972 -0.655 0.099
O 1.252 -0.217 1.362
C 0.056 0.660 1.718
O 0.200 1.659 2.368
H -0.792 -0.522 -2.503
H -2.000 0.412 -1.458
H 0.897 -1.726 -0.074
H -0.819 0.000 1.737
*
```

Results
- HOMO-LUMO gap (spin up / spin down): 8.09 / 8.09 eV
- E_HOMO (spin up / spin down): -9.05 / -9.05 eV
- SMILES: C=C1O[C@H]1OC=O
- Lowest unoccupied orbital energy (spin up / spin down): -0.9587 / -0.9592 eV

Here are the Mulliken charges for atoms 1 to 4, given in e: -0.8044 0.1125 -0.3652 0.3382

<b>
Formula: C4H4O3
Source: OMol25
Level of theory: the ωB97M-V functional and the def2-TZVPD basis

ORCA input file:
```
! RIJCOSX wB97M-V def2-TZVPD def2/J DEFGRID3
* xyz 0 1
O 2.830 -0.031 0.178
C 1.644 -0.052 -0.076
O 1.052 1.197 -0.192
C -0.297 1.299 -0.086
C -1.132 0.234 0.130
C -0.521 -1.059 0.019
O 0.820 -1.125 -0.310
H -0.502 2.398 -0.133
H -2.248 0.435 0.264
H -1.063 -1.710 -0.813
H -0.581 -1.585 1.019
*
```

Results
- HOMO-LUMO gap: 10.06 eV
- E_HOMO: -9.41 eV
- SMILES: O=C1OC=CCO1
- Lowest unoccupied orbital energy: 0.6439 eV

Here are the Mulliken charges for atoms 1 to 4, given in e: -0.5014 0.6083 -0.3229 -0.0896

Which one is most stable, and which one is least stable? <b> is the most stable of them, while <a> is the least stable.

<a>
Formula: C3H7O2
Source: OMol25
Level of theory: the ωB97M-V functional and the def2-TZVPD basis

ORCA input file:
```
! RIJCOSX wB97M-V def2-TZVPD def2/J DEFGRID3
* xyz -1 1
C -1.816 -0.013 0.155
O -2.742 0.245 0.893
H -0.969 0.671 0.062
H -1.683 -0.993 -0.330
H -0.541 -1.096 -3.086
C 2.046 1.065 -0.298
C 1.864 -0.247 0.079
O 0.736 -0.858 0.096
H 3.043 1.398 -0.575
H 1.191 1.660 -0.588
H 2.739 -0.895 0.279
H 0.045 -1.168 -3.530
*
```

Results
- HOMO-LUMO gap: 6.59 eV
- E_HOMO: -2.44 eV
- Lowest unoccupied orbital energy: 4.1500 eV

Here are the Mulliken charges for atoms 1 to 4, given in e: 0.2202 -0.5057 0.0679 0.1788

<b>
Formula: C3H7O2
Source: OMol25
Level of theory: the ωB97M-V functional and the def2-TZVPD basis

ORCA input file:
```
! RIJCOSX wB97M-V def2-TZVPD def2/J DEFGRID3
* xyz -1 1
C -0.188 0.685 1.618
O -0.417 -0.465 0.871
C -0.615 -0.370 -0.623
C 0.831 -0.550 -1.237
O -1.177 0.748 -1.020
H 0.265 1.535 1.080
H -1.173 1.093 1.905
H 0.411 0.406 2.492
H -1.250 -1.248 -0.793
H 1.453 -1.118 -0.546
H 1.171 0.417 -1.583
H 0.689 -1.132 -2.164
*
```

Results
- HOMO-LUMO gap: 7.00 eV
- E_HOMO: -2.50 eV
- SMILES: CO[C@H](C)[O-]
- Lowest unoccupied orbital energy: 4.5034 eV

Here are the Mulliken charges for atoms 1 to 4, given in e: -0.6339 -0.3812 0.2022 -1.1029

<c>
Formula: C3H7O2
Source: OMol25
Level of theory: the ωB97M-V functional and the def2-TZVPD basis

ORCA input file:
```
! RIJCOSX wB97M-V def2-TZVPD def2/J DEFGRID3
* xyz -1 1
C 1.950 -0.570 -0.292
O 0.640 -0.682 -0.540
C -0.430 0.432 0.236
C -1.645 0.330 -0.657
O -0.742 0.503 1.475
H 2.452 -1.562 -0.226
H 2.238 -0.193 0.710
H 2.583 -0.089 -1.015
H 0.282 1.217 -0.112
H -1.440 -0.255 -1.522
H -2.462 -0.156 -0.174
H -2.080 1.323 -0.870
*
```

Results
- HOMO-LUMO gap: 7.58 eV
- E_HOMO: -3.05 eV
- SMILES: CO[C@@H](C)[O-]
- Lowest unoccupied orbital energy: 4.5366 eV

Here are the Mulliken charges for atoms 1 to 4, given in e: -0.8362 -0.4602 0.2346 -1.0348

<d>
Formula: C3H7O2
Source: OMol25
Level of theory: the ωB97M-V functional and the def2-TZVPD basis

ORCA input file:
```
! RIJCOSX wB97M-V def2-TZVPD def2/J DEFGRID3
* xyz -1 1
C 0.792 3.095 -0.779
O 0.378 4.206 -0.865
H 0.949 2.581 0.239
H 0.757 2.324 -1.474
H -2.763 -2.813 1.845
C 0.779 -1.463 -0.693
C 0.392 -0.712 0.439
O 1.129 0.058 1.091
H 0.072 -2.236 -1.076
H 1.585 -1.149 -1.365
H -0.634 -0.798 0.920
H -3.435 -3.094 1.717
*
```

Results
- HOMO-LUMO gap: 6.09 eV
- E_HOMO: -2.20 eV
- Lowest unoccupied orbital energy: 3.8857 eV

Here are the Mulliken charges for atoms 1 to 4, given in e: 0.0062 -0.4409 0.1663 0.2347

Which one is most stable, and which one is least stable? <b> is the most stable of them, while <d> is the least stable.

<a>
Formula: C4H6F2N2
Source: OMol25
Level of theory: the ωB97M-V functional and the def2-TZVPD basis

ORCA input file:
```
! RIJCOSX wB97M-V def2-TZVPD def2/J DEFGRID3
* xyz 0 1
H -2.753 0.077 -0.253
N -1.828 0.508 -0.352
C -0.913 -0.352 -0.061
N -1.148 -1.736 0.070
C 0.508 0.208 -0.034
C 0.638 1.696 -0.027
C 1.565 -0.557 -0.126
F 2.804 -0.056 0.005
F 1.599 -1.830 -0.347
H -2.034 -1.951 0.478
H -0.469 -2.311 0.586
H 0.135 2.158 -0.899
H 1.686 2.055 0.041
H 0.209 2.090 0.920
*
```

Results
- HOMO-LUMO gap: 10.17 eV
- E_HOMO: -9.39 eV
- SMILES: [H]/N=C(\N)C(C)=C(F)F
- Lowest unoccupied orbital energy: 0.7800 eV

Here are the Mulliken charges for atoms 1 to 4, given in e: 0.1983 -0.6102 0.3262 -0.5269

<b>
Formula: C4H6F2N2
Source: OMol25
Level of theory: the ωB97M-V functional and the def2-TZVPD basis

ORCA input file:
```
! RIJCOSX wB97M-V def2-TZVPD def2/J DEFGRID3
* xyz 0 1
C -2.167 -0.254 -0.023
C 0.459 0.450 -0.332
C 2.637 0.123 0.605
C -1.166 -0.223 -1.109
N -2.415 -1.287 0.541
N 1.368 -0.271 -0.060
F -2.855 0.979 0.247
F 0.311 1.784 -0.188
H 3.280 -0.734 0.547
H 2.502 0.278 1.733
H 3.195 0.942 0.039
H -1.186 0.692 -1.746
H -0.825 -1.175 -1.386
H -3.138 -1.303 1.132
*
```

Results
- HOMO-LUMO gap: 10.76 eV
- E_HOMO: -9.88 eV
- Lowest unoccupied orbital energy: 0.8805 eV

Here are the Mulliken charges for atoms 1 to 4, given in e: 0.4438 0.4192 -0.7139 -0.5192

Which one is most stable, and which one is least stable? <a> is the most stable of them, while <b> is the least stable.

<a>
Formula: C11H12N
Source: OMol25
Level of theory: the ωB97M-V functional and the def2-TZVPD basis

ORCA input file:
```
! RIJCOSX wB97M-V def2-TZVPD def2/J DEFGRID3
* xyz 1 1
C 0.635 -0.786 0.945
C 0.238 -1.333 -0.297
C -1.495 -0.103 0.329
C -0.406 1.470 -0.850
C 0.682 1.101 0.263
C 1.392 -0.200 -0.111
C -0.096 0.404 1.384
C -1.156 -1.118 -0.647
C 2.711 -0.270 -0.751
C -0.536 0.998 2.663
C -1.948 -2.060 -1.424
N -1.342 0.394 -0.927
H -0.954 2.439 -0.716
H 0.023 1.590 -1.790
H 1.364 1.851 0.721
H 2.513 -0.413 -1.858
H 3.008 -1.270 -0.508
H 3.508 0.572 -0.594
H -1.537 0.681 3.100
H -0.505 2.097 2.635
H 0.134 0.841 3.471
H -3.024 -1.928 -1.234
H -1.519 -3.058 -1.223
H -1.691 -1.901 -2.582
*
```

Results
- HOMO-LUMO gap: 7.63 eV
- E_HOMO: -13.44 eV
- Lowest unoccupied orbital energy: -5.8149 eV

Here are the Mulliken charges for atoms 1 to 4, given in e: 0.1194 -0.6118 -0.0275 -0.9269

<b>
Formula: C11H12N
Source: OMol25
Level of theory: the ωB97M-V functional and the def2-TZVPD basis

ORCA input file:
```
! RIJCOSX wB97M-V def2-TZVPD def2/J DEFGRID3
* xyz 1 1
C 2.943 0.830 -0.629
C 3.195 -0.485 -0.107
C 1.733 1.443 -0.385
C 2.183 -1.213 0.458
C 0.653 0.673 0.273
C 0.847 -0.752 0.547
C -0.542 1.259 0.468
C -2.833 1.965 -0.208
C -1.581 2.019 0.607
C -0.394 -1.525 1.002
C -1.587 -2.373 -0.825
N -1.394 -1.460 -0.028
H 3.884 1.178 -1.104
H 4.243 -0.790 -0.130
H 1.596 2.438 -0.921
H 2.421 -2.293 0.688
H -3.257 0.957 -0.178
H -3.679 2.644 -0.212
H -1.557 2.572 1.523
H -0.292 -2.666 1.152
H -0.715 -1.072 1.842
H -2.375 -2.412 -1.522
H -0.774 -3.036 -1.095
H -2.717 2.098 -1.214
*
```

Results
- HOMO-LUMO gap: 7.09 eV
- E_HOMO: -12.97 eV
- Lowest unoccupied orbital energy: -5.8823 eV

Here are the Mulliken charges for atoms 1 to 4, given in e: -0.5330 -0.2480 -0.5507 -0.6892

Which one is most stable, and which one is least stable? <b> is the most stable of them, while <a> is the least stable.

<a>
Formula: C5H9N3O
Source: OMol25
Level of theory: the ωB97M-V functional and the def2-TZVPD basis

ORCA input file:
```
! RIJCOSX wB97M-V def2-TZVPD def2/J DEFGRID3
* xyz 0 1
C -0.752 0.850 2.093
C -0.873 0.834 0.590
O -1.306 1.807 -0.018
N -0.329 -0.289 -0.079
C -0.935 -1.601 0.115
C 0.677 -0.137 -1.016
N 1.132 -1.140 -1.821
C 1.371 1.029 -1.032
N 1.907 1.923 -1.615
H -1.170 1.787 2.472
H -1.281 0.016 2.553
H 0.300 0.843 2.386
H -0.211 -2.273 0.585
H -1.824 -1.516 0.742
H -1.225 -2.016 -0.856
H 1.111 -2.067 -1.415
H 1.981 -0.852 -2.314
H 1.427 2.801 -1.370
*
```

Results
- HOMO-LUMO gap (spin up / spin down): 6.54 / 6.67 eV
- E_HOMO (spin up / spin down): -5.95 / -6.00 eV
- SMILES: CC(=O)N(C)C(N)=C=N
- Lowest unoccupied orbital energy (spin up / spin down): 0.5952 / 0.6651 eV

Here are the Mulliken charges for atoms 1 to 4, given in e: -1.0502 0.3905 -0.5608 0.1876

<b>
Formula: C5H9N3O
Source: OMol25
Level of theory: the ωB97M-V functional and the def2-TZVPD basis

ORCA input file:
```
! RIJCOSX wB97M-V def2-TZVPD def2/J DEFGRID3
* xyz 0 1
C -0.096 -0.807 0.309
C -0.706 0.903 0.960
C -0.150 0.221 -0.648
N -0.791 0.359 -1.844
N 1.906 -1.159 -1.220
C 1.226 -0.360 -0.228
C -0.071 2.011 1.359
O -1.933 0.577 1.410
N -0.826 -1.846 0.652
H -2.010 -0.412 1.249
H -0.549 1.164 -2.407
H -1.772 0.107 -1.867
H -0.307 -2.403 1.334
H 2.582 -1.785 -0.795
H 1.248 -1.738 -1.740
H 1.880 0.218 0.415
H 0.903 2.278 0.976
H -0.531 2.672 2.084
*
```

Results
- HOMO-LUMO gap: 9.16 eV
- E_HOMO: -8.47 eV
- Lowest unoccupied orbital energy: 0.6982 eV

Here are the Mulliken charges for atoms 1 to 4, given in e: 0.6419 0.5505 0.0778 -0.4586

Which one is most stable, and which one is least stable? <a> is the most stable of them, while <b> is the least stable.

<a>
Formula: C5H9N3O
Source: OMol25
Level of theory: the ωB97M-V functional and the def2-TZVPD basis

ORCA input file:
```
! RIJCOSX wB97M-V def2-TZVPD def2/J DEFGRID3
* xyz 0 1
C -0.629 1.915 -0.129
C -0.725 0.425 -0.067
C 0.277 -0.519 -0.254
C 1.745 -0.284 -0.487
N 2.546 -0.134 0.718
C -0.390 -1.730 -0.198
N -1.661 -1.644 0.094
N -1.821 -0.341 0.104
O -3.083 0.137 0.329
H 0.512 2.039 -0.320
H -1.230 2.434 -1.011
H -0.810 2.271 0.850
H 1.913 0.620 -1.155
H 2.107 -1.097 -1.153
H 2.646 -1.066 1.221
H 2.194 0.501 1.445
H 0.110 -2.738 -0.231
H -3.701 -0.789 0.244
*
```

Results
- HOMO-LUMO gap: 9.47 eV
- E_HOMO: -8.68 eV
- SMILES: Cc1c(CN)cnn1O
- Lowest unoccupied orbital energy: 0.7966 eV

Here are the Mulliken charges for atoms 1 to 4, given in e: -1.0784 -0.0924 0.9494 -1.1361

<b>
Formula: C5H9N3O
Source: OMol25
Level of theory: the ωB97M-V functional and the def2-TZVPD basis

ORCA input file:
```
! RIJCOSX wB97M-V def2-TZVPD def2/J DEFGRID3
* xyz 0 1
C 2.141 1.425 -1.513
O 1.916 0.496 -0.378
C 0.830 0.774 0.464
C 0.306 -0.475 1.161
N 0.135 -1.923 0.751
C -1.082 -2.063 0.508
N -2.314 -1.060 0.754
N -1.954 0.328 0.403
C -0.482 0.172 0.014
H 1.989 2.589 -1.061
H 3.091 1.141 -1.977
H 1.182 1.287 -2.369
H 0.868 1.940 0.658
H -0.026 0.008 1.978
H -1.341 -3.241 0.231
H -2.779 -1.647 -0.095
H -1.862 0.616 1.432
H -0.619 -0.367 -0.961
*
```

Results
- HOMO-LUMO gap: 9.52 eV
- E_HOMO: -8.56 eV
- SMILES: CO[C@@H]1[C@@H]2N=CNN[C@H]21
- Lowest unoccupied orbital energy: 0.9572 eV

Here are the Mulliken charges for atoms 1 to 4, given in e: -0.5153 -0.3171 -0.0679 -0.2357

Which one is most stable, and which one is least stable? <a> is the most stable of them, while <b> is the least stable.